one | The following is a DFT calculation (ωB97M-V with the def2-TZVPD basis set) of an isolated molecule of C4H6N2O2.

The geometry in XYZ format:
```
14
Properties=species:S:1:pos:R:3:lowdin_charge:R:1
O -0.07 -1.81 1.24 0.212
O -1.03 0.31 1.44 0.103
N 2.09 0.68 -1.35 -0.117
N -0.82 1.01 -0.62 0.103
C 0.99 -0.37 -1.47 -0.282
C -0.21 -0.13 -0.51 -0.276
C -0.39 -0.64 0.83 -0.349
C -1.28 1.34 0.60 -0.141
H 2.87 0.02 -0.72 0.134
H -1.92 2.20 0.89 0.142
H 0.67 -0.40 -2.68 0.142
H 1.63 -1.40 -1.12 0.137
H 2.40 0.74 -2.51 0.132
H -0.50 -2.22 1.88 0.060
```

Values from the calculation:
HOMO level (Ha): -0.2948
Charge: 0
SMILES: NCc1ncoc1O

two | The following is a DFT calculation (ωB97M-V with the def2-TZVPD basis set) of an isolated molecule of C4H6N2O2.

The geometry in XYZ format:
```
14
Properties=species:S:1:pos:R:3:lowdin_charge:R:1
O -0.40 -1.68 0.20 -0.008
O -1.70 1.08 1.99 0.072
N -0.13 1.28 0.30 0.104
N -1.04 -0.77 1.06 0.087
C -0.98 0.59 1.15 -0.579
C 1.17 -0.30 -1.50 -0.009
C 0.83 0.32 -0.16 -0.253
C -0.02 -0.74 -0.76 -0.302
H 1.61 0.00 0.58 0.167
H -0.91 -0.34 -1.32 0.176
H -1.93 -1.12 1.30 0.146
H 1.21 0.34 -2.38 0.116
H 2.12 -0.81 -1.28 0.113
H 0.17 2.14 0.83 0.171
```

Values from the calculation:
HOMO level (Ha): -0.3438
Charge: 0
SMILES: O=C1NO[C@@H]2C[C@H]2N1

three | The following is a DFT calculation (ωB97M-V with the def2-TZVPD basis set) of a structure of composition C4H6N2O2.

The geometry in XYZ format:
```
14
Properties=species:S:1:pos:R:3:lowdin_charge:R:1
O -1.82 -0.08 -0.84 -0.049
O -1.28 0.14 1.27 0.022
N -1.10 -1.26 -0.47 0.072
N -0.20 1.41 -0.28 0.206
C 2.04 0.32 -0.36 -0.008
C -0.29 -0.71 0.63 -0.233
C 0.57 0.38 0.03 -0.231
C -1.47 0.89 0.14 -0.409
H 2.10 0.21 -1.51 0.119
H -2.14 1.58 0.43 0.127
H -1.79 -1.85 -0.05 0.119
H 0.29 -1.46 1.07 0.146
H 2.41 -0.66 -0.05 0.068
H 2.67 1.07 -0.02 0.051
```

Values from the calculation:
HOMO level (Ha): -0.3592
Charge: 0

It is one that is the least stable of them.